The following is a DFT calculation (ωB97M-V/def2-TZVPD) of a molecular structure, C33H64F6NO9PPb.

Its total energy is -3161.17747 a.u. As for the charge: 0. The value obtained for the LUMO energy is -0.274 eV. The value obtained for the HOMO-LUMO gap is 6.20 eV.

Element x y z (Å)
H: 11.67133 4.43782 22.45383
H: 12.55753 2.45500 25.01728
H: 19.42126 9.03749 26.01665
C: 12.84402 12.87530 32.00880
C: 16.76710 13.51369 26.72967
O: 16.69463 12.24578 27.34112
H: 13.87530 12.57593 27.61291
H: 16.21995 12.80270 29.40213
H: 11.27002 10.72546 30.59836
H: 16.72680 9.93533 23.37047
H: 10.90689 9.84460 23.54128
O: 10.66184 4.11185 30.91960
H: 10.53587 4.99495 21.24101
H: 14.98343 9.40783 31.69616
H: 8.22299 8.87465 24.70185
C: 15.82067 12.40683 28.46118
F: 13.47558 7.44193 29.59197
H: 12.96155 4.71418 24.09196
H: 15.33900 12.22520 23.31195
C: 14.25156 12.11876 23.39009
C: 11.51861 4.73001 29.96574
H: 15.50224 11.40689 28.75506
H: 12.91801 11.42763 24.86492
H: 14.75650 13.77205 25.77893
H: 17.26615 13.44372 25.75882
H: 14.65132 4.17165 24.19068
H: 10.34744 8.38265 26.70431
H: 13.82732 13.10841 23.55202
H: 7.73041 6.48403 24.62064
O: 14.02830 5.12243 25.87724
C: 13.63940 11.30195 22.26274
C: 10.25827 4.87141 24.39450
O: 16.68672 8.68055 25.06964
H: 8.85373 8.65680 22.95945
C: 10.39366 5.94088 23.27434
H: 11.98284 5.92357 21.69982
H: 14.80449 11.38264 25.30782
F: 13.72333 9.04920 26.77077
O: 12.33757 7.11033 23.87800
H: 14.60689 9.33234 22.28606
O: 11.66514 12.20472 31.98594
C: 18.24571 10.42027 24.74767
H: 7.18894 7.20337 23.04247
H: 11.73289 5.74125 30.31550
H: 14.10332 4.75500 27.96332
Pb: 14.44613 7.46628 24.96802
H: 9.12597 7.28796 26.24626
H: 9.92964 5.68230 28.75631
F: 12.80134 7.09847 27.48190
H: 8.54990 5.09566 22.78630
C: 8.03605 6.94275 23.68006
H: 14.25709 2.12601 24.97591
H: 19.15910 10.71137 24.23185
C: 9.82407 3.52512 28.78443
C: 13.33365 10.77042 31.26747
C: 10.15850 7.57476 25.99696
H: 15.46031 4.18896 26.97452
H: 10.18863 10.20799 25.17019
H: 18.10626 8.69924 23.59331
H: 11.27789 4.86757 27.86567
H: 11.46146 10.10399 32.22341
O: 12.96476 13.95856 32.48168
C: 11.15121 5.32755 22.07468
C: 8.76325 8.26517 23.97887
C: 13.70646 4.28132 24.74835
H: 18.65121 10.51968 26.80358
H: 10.04274 2.83150 27.97215
C: 13.97063 11.25966 24.62293
C: 14.37383 4.31065 27.00584
C: 13.52995 3.05274 26.82853
C: 13.53078 2.86788 25.29917
H: 13.43622 10.64334 30.19541
C: 14.66096 13.27466 27.89377
H: 14.00975 9.91142 33.13568
H: 11.20790 4.74754 24.91940
H: 9.55756 5.20612 25.16241
H: 14.02857 11.58282 21.28565
H: 12.58629 11.59714 22.22759
H: 17.36493 8.02402 26.94842
F: 14.66321 9.26209 28.92084
P: 13.65197 8.25074 28.21307
H: 17.41461 14.21319 27.27447
H: 9.86645 3.90490 24.07510
H: 11.72461 9.44647 25.12431
H: 9.05999 2.80689 30.69361
O: 13.81454 9.88166 24.17034
C: 8.94597 6.11460 22.76707
C: 18.56876 9.70979 26.07996
H: 14.32962 14.01842 28.61415
H: 12.83827 9.35624 22.38680
H: 17.69208 11.33770 24.95603
H: 13.93651 2.16733 27.31506
H: 16.59630 9.58752 26.92919
C: 17.29138 8.94826 26.37990
C: 11.81661 10.86594 31.53057
O: 13.85000 12.04670 31.65365
H: 13.34449 8.80097 31.98456
F: 12.35386 9.11706 28.55844
C: 10.78900 9.51772 24.57610
C: 13.74945 9.83651 22.74051
H: 8.84227 6.53198 21.76480
C: 15.32515 13.95510 26.68895
C: 17.38033 9.38170 24.04191
H: 10.73445 6.67540 26.16966
F: 14.99770 7.40839 27.71366
C: 10.60932 4.83809 28.72877
C: 10.02571 3.04470 30.25817
H: 8.75945 3.73480 28.64322
N: 10.95216 7.21342 23.66254
H: 12.49386 4.23224 29.93419
C: 10.19437 8.10976 24.52978
H: 15.35931 15.04298 26.80812
C: 13.99910 9.67197 32.07217
H: 12.51313 3.21616 27.17974
H: 10.63424 2.13733 30.15450

Atom charges from the Mulliken analysis, given in e for atoms 1 to 99: H 0.30; H 0.36; H 0.32; C 0.57; C -0.59; O -0.28; H 0.09; H 0.34; H 0.26; H 0.02; H 0.43; O -0.47; H 0.49; H 0.26; H 0.38; C 0.27; F -0.46; H -0.27; H 0.26; C -0.77; C -0.22; H -0.47; H 0.57; H -0.12; H 0.32; H 0.42; H 0.22; H 0.51; H 0.32; O 0.30; C -1.05; C -1.43; O -0.21; H 0.37; C 1.61; H 0.16; H -0.14; F -1.16; O -0.01; H 0.44; O -0.37; C -0.16; H 0.45; H 0.01; H -0.02; Pb 1.70; H 0.44; H 0.31; F -0.68; H 0.41; C -0.63; H 0.34; H 0.47; C -0.86; C 1.83; C -1.25; H 0.47; H 0.40; H 0.42; H -1.02; H 0.28; O -0.55; C -1.75; C -1.22; C -0.11; H 0.34; H 0.34; C -0.79; C -0.59; C 0.03; C -0.86; H -0.71; C -0.38; H 0.45; H -0.21; H 0.43; H 0.46; H 0.32; H 0.35; F -0.48; P 2.19; H 0.38; H 0.43; H -0.18; H 0.38; O 1.06; C -1.50; C -0.70; H 0.46; H -0.18; H -0.40; H 0.53; H -0.29; C 0.09; C -0.36; O -0.44; H 0.26; F -0.41; C -1.62